The following is a DFT calculation (ωB97M-V/def2-TZVPD) of C32H35BrF4N4O4PSe2Sn as an isolated structure.

Cartesian coordinates (Å):
Sn1 0.5842 0.7946 1.0818
F1 -5.4951 -3.4860 4.2905
C1 -4.7202 -2.9477 3.3678
C2 -5.0723 -3.0193 2.0306
F2 -6.1911 -3.6273 1.6709
C3 -4.2454 -2.4531 1.0759
F3 -4.6104 -2.5555 -0.1988
C4 -3.0674 -1.7932 1.4127
P1 -1.9761 -1.0416 0.1299
C5 -1.5697 -2.5252 -0.8714
C6 -2.2102 -2.8958 -2.0500
C7 -1.7661 -4.0009 -2.7628
C8 -0.6887 -4.7430 -2.3034
C9 -0.0616 -4.3939 -1.1152
C10 -0.4955 -3.2854 -0.4062
C11 -3.1434 -0.0795 -0.8831
C12 -4.3073 0.4737 -0.3580
C13 -5.1005 1.2955 -1.1443
C14 -4.7287 1.5911 -2.4462
C15 -3.5545 1.0647 -2.9659
C16 -2.7573 0.2444 -2.1857
C17 -2.7360 -1.7349 2.7672
Br1 -1.1505 -0.8942 3.3876
C18 -3.5474 -2.3068 3.7328
F4 -3.2171 -2.2474 5.0177
H1 -3.0593 -2.3322 -2.4080
H2 -2.2722 -4.2875 -3.6754
H3 -0.3434 -5.6018 -2.8641
H4 0.7632 -4.9895 -0.7440
H5 0.0000 -3.0070 0.5191
H6 -4.5996 0.2608 0.6635
H7 -6.0135 1.7141 -0.7400
H8 -5.3533 2.2324 -3.0539
H9 -3.2586 1.3020 -3.9804
H10 -1.8323 -0.1593 -2.5831
C19 3.1441 1.1394 5.0058
C20 2.4687 1.3177 3.6847
N1 2.2652 0.3424 2.8682
O1 2.6808 -0.9074 3.3310
C21 1.9996 2.6332 3.2839
C22 2.4364 3.8757 3.9942
N2 1.1605 2.6914 2.2745
O2 0.6859 3.7872 1.8562
H11 3.1183 0.0967 5.3078
H12 2.6586 1.7545 5.7611
H13 4.1880 1.4522 4.9419
H14 2.3573 -1.5228 2.6655
H15 3.4997 3.8407 4.2296
H16 1.8806 4.0222 4.9233
H17 2.2353 4.7273 3.3490
O3 5.9086 -0.0238 -0.1322
C23 4.8983 -1.0097 -0.2030
C24 4.4580 -1.1740 -1.6624
C25 5.5577 -1.9515 -2.4331
O4 5.2719 -2.0771 -3.8102
C26 3.1467 -1.9617 -1.7184
Se1 1.5465 -0.7964 -1.8210
C27 4.3249 0.1909 -2.3404
Se2 2.8032 1.1568 -1.6008
H18 6.2713 -0.0013 0.7570
H19 4.0302 -0.7219 0.4069
H20 5.2694 -1.9740 0.1663
H21 5.7041 -2.9262 -1.9586
H22 6.4851 -1.3843 -2.3431
H23 4.9137 -2.9448 -4.0066
H24 3.0389 -2.6106 -0.8493
H25 3.0787 -2.5604 -2.6228
H26 4.1664 0.0732 -3.4096
H27 5.2064 0.8001 -2.1566
C28 -0.8821 4.2478 -3.4627
C29 -1.0914 3.6656 -2.1097
C30 -1.9937 3.9587 -1.1090
C31 -1.6874 3.0986 -0.0457
N3 -0.6692 2.3140 -0.3812
N4 -0.3153 2.6759 -1.6325
C32 -2.3016 3.0135 1.3072
H28 -1.6933 4.9286 -3.7065
H29 -0.8328 3.4680 -4.2241
H30 0.0561 4.8040 -3.4953
H31 -2.7747 4.6993 -1.1411
H32 0.4544 2.2304 -2.1082
H33 -3.3528 3.2905 1.2771
H34 -1.7715 3.6886 1.9815
H35 -2.2061 1.9977 1.7033

Values from the calculation:
Molar mass   1003.16 g/mol
Net charge   +1
Electronic energy   -10092.04351 a.u.
Relative energy (zero: lowest compared OMol25 entry of this formula, charge and spin)   9.1 kcal/mol